Record 1
The following is a DFT calculation (ωB97M-V/def2-TZVPD) of a single C4H7NO molecule.

Its structure (SMILES) is C[N@@H+]1C/C1=C/[O-]. Its energy is -286.4940 Ha. The molecular weight is 85.1 g/mol.

Element x y z (Å)
1 O 0.267 2.482 -0.534
2 N 0.213 -0.197 -0.331
3 C -0.343 1.989 0.415
4 C 0.254 -0.264 1.150
5 C -0.167 -1.406 -1.070
6 C -0.750 0.609 0.513
7 H -0.624 2.609 1.291
8 H 1.181 0.087 1.612
9 H -1.121 -1.758 -0.674
10 H 0.850 0.454 -0.810
11 H -0.070 -1.236 1.523
12 H 0.586 -2.196 -0.953
13 H -0.275 -1.174 -2.131

Atomic partial charges in e from the natural (NBO) method, atoms 1 to 2:
1. O -0.634
2. N -0.407

***

Record 2
The following is a DFT calculation (ωB97M-V/def2-TZVPD) of a single C4H7NO molecule.

Its structure (SMILES) is CC(=O)N1CC1. Its energy is -286.5730 Ha. The molecular weight is 85.1 g/mol.

Element x y z (Å)
1 O -1.530 -1.489 0.140
2 N 0.515 -0.591 -0.262
3 C 0.485 -0.345 -1.682
4 C -0.806 0.184 1.687
5 C -0.674 -0.694 0.461
6 C 1.114 0.630 -0.740
7 H -0.484 -0.078 -2.102
8 H 1.097 -0.985 -2.310
9 H -0.222 1.105 1.618
10 H -1.865 0.423 1.812
11 H 2.198 0.679 -0.661
12 H -0.479 -0.365 2.574
13 H 0.603 1.575 -0.559

Atomic partial charges in e from the natural (NBO) method, atoms 1 to 2:
1. O -0.570
2. N -0.437

***

Record 3
The following is a DFT calculation (ωB97M-V/def2-TZVPD) of a single C4H7NO molecule.

Its structure (SMILES) is O[C@H]1C[C@H]2N[C@@H]12. Its energy is -286.4638 Ha. The molecular weight is 85.1 g/mol.

Element x y z (Å)
1 O -1.138 -0.675 1.580
2 N 0.403 -0.761 -1.300
3 C -0.763 0.261 0.604
4 C -0.814 -0.205 -0.846
5 C 0.684 0.605 -0.978
6 C 0.734 0.645 0.499
7 H -1.402 1.139 0.759
8 H -0.501 -1.401 1.522
9 H 1.220 1.245 -1.688
10 H 0.963 -1.368 -0.485
11 H -1.753 -0.534 -1.342
12 H 1.304 -0.509 0.647
13 H 1.063 1.558 1.029

Atomic partial charges in e from the natural (NBO) method, atoms 1 to 2:
1. O -0.702
2. N -0.567

***

Record 4
The following is a DFT calculation (ωB97M-V/def2-TZVPD) of a single C4H7NO molecule.

Its structure (SMILES) is CC/N=C\C=O. Its energy is -286.5381 Ha. The molecular weight is 85.1 g/mol.

Element x y z (Å)
1 O 1.996 -0.454 -2.663
2 N -0.672 0.270 -0.559
3 C 1.271 -0.616 -1.700
4 C -0.793 0.616 1.650
5 C -0.481 -0.514 0.655
6 C 0.310 0.447 -1.329
7 H 0.360 1.347 -1.939
8 H 0.117 1.220 1.738
9 H 1.120 -1.607 -1.229
10 H -1.111 -1.410 0.695
11 H -1.130 0.253 2.616
12 H 0.556 -0.844 0.845
13 H -1.544 1.290 1.219

Atomic partial charges in e from the natural (NBO) method, atoms 1 to 2:
1. O -0.490
2. N -0.338

***

Record 5
The following is a DFT calculation (ωB97M-V/def2-TZVPD) of a single C4H7NO molecule.

Its structure (SMILES) is [H]/N=C/CC(=C)O. Its energy is -286.4323 Ha. The molecular weight is 85.1 g/mol.

Element x y z (Å)
1 O -0.308 -2.113 0.443
2 N 1.328 1.224 1.041
3 C 0.326 1.163 0.206
4 C -0.896 0.345 0.661
5 C 0.173 -0.376 -1.144
6 C -0.503 -0.916 -0.076
7 H 0.340 -2.645 -0.065
8 H 2.077 1.742 0.565
9 H 0.196 1.954 -0.547
10 H -1.864 0.767 0.399
11 H -0.900 -0.384 -1.607
12 H 0.926 -0.929 -1.691
13 H -0.804 0.171 1.726

Atomic partial charges in e from the natural (NBO) method, atoms 1 to 2:
1. O -0.629
2. N -0.768

***

Record 6
The following is a DFT calculation (ωB97M-V/def2-TZVPD) of 2 unconnected molecules or ions with the total composition C4H7NO.

Its structure (SMILES) is CC1=CN1.C=O. Its energy is -286.4188 Ha. The molecular weight is 85.1 g/mol.

Element x y z (Å)
1 O -2.532 -0.795 0.065
2 N 0.054 -0.804 0.464
3 C -1.757 -1.478 -0.598
4 C 0.787 0.452 0.173
5 C 1.491 -0.519 0.679
6 C 0.798 1.854 -0.151
7 H 1.569 2.082 -0.898
8 H -0.178 2.085 -0.730
9 H -0.483 -0.734 1.294
10 H 2.445 -0.836 1.108
11 H 0.900 2.346 0.740
12 H -1.513 -1.125 -1.555
13 H -1.582 -2.526 -0.590

Atomic partial charges in e from the natural (NBO) method, atoms 1 to 2:
1. O -0.614
2. N -0.582

***

Sequential energy above the lowest of the compared OMol25 structures with the same formula, charge and spin output: 86.4; 36.8; 105.3; 58.7; 125.1; 133.5 kcal per mole
Sequential frontier orbital gap output: 8.90; 10.70; 10.39; 9.25; 8.27; 9.22 eV